Molecular formula: C14H10N4OS
Method: DFT, wB97M-V/def2-TZVPD

ΔE to the lowest compared entry with this formula, charge and spin (kcal/mol): 2.5
Structure (SMILES): COc1ccc2c(n1)Sc1nc3ccccc3nc1N2
Gap between HOMO and LUMO (eV): 7.1

Structure (XYZ):
```
30
Properties=species:S:1:pos:R:3:forces:R:3:lowdin_charge:R:1
C -2.418647 -2.153439 0.104622 -0.060 -0.553 -0.661 -0.23
C -4.247674 -1.156290 1.315421 -0.621 -0.910 -0.154 -0.02
N 2.351004 2.314605 0.230426 -0.365 -1.072 -0.526 0.13
C -4.654990 -3.187951 0.115528 2.357 -0.414 -1.144 -0.08
N 0.907428 -1.076583 -0.426656 -0.497 0.289 0.466 0.10
C -2.898897 -1.135882 0.938098 -1.062 -0.818 -0.008 -0.27
C 3.405063 2.188668 -0.598660 0.310 0.424 0.987 -0.34
C 1.758736 0.027695 -0.380723 -0.334 0.642 0.436 -0.24
C 2.909455 -0.099469 -1.120183 1.257 1.856 -0.536 0.00
C -0.392361 -1.074442 0.022578 -0.368 -1.485 -0.246 -0.29
H -2.934466 -4.006770 -0.934854 0.054 0.344 0.157 0.11
N -1.142384 -2.105970 -0.351715 0.761 0.888 0.260 0.18
C 4.102956 4.390566 -0.100735 -0.194 0.208 0.641 -0.09
O 4.354630 3.174378 -0.763962 -0.605 -0.449 0.152 -0.08
H -5.309402 -3.986392 -0.225266 0.083 0.156 0.125 0.10
H 1.126542 -1.768471 -1.131410 -0.225 0.020 0.226 0.15
C 1.513173 1.243648 0.335951 1.205 -0.733 -1.388 -0.48
C -0.863367 -0.070592 0.915553 -2.676 0.050 0.563 -0.45
H 3.237449 4.851759 -0.549112 -0.327 0.426 0.012 0.09
C -5.117828 -2.147223 0.910171 -0.135 0.589 0.468 -0.09
C -3.296168 -3.195243 -0.302601 -1.586 -0.049 0.575 0.00
H -6.167379 -2.130560 1.213330 0.375 0.095 -0.021 0.11
C 3.741161 1.027684 -1.250067 -0.772 -1.798 -0.165 0.01
H 4.960326 5.060262 -0.136397 0.145 -0.317 -0.514 0.09
H 4.636474 0.979701 -1.837040 0.256 0.086 -0.150 0.12
H 3.151403 -1.010861 -1.663978 -0.121 0.108 0.208 0.12
H 3.917021 4.204515 0.951787 -0.260 0.007 0.205 0.08
N -2.142471 -0.131906 1.376677 3.873 1.488 -0.741 0.12
H -4.574360 -0.388575 1.959443 -0.371 0.855 0.592 0.10
S 0.087573 1.363138 1.383773 -0.098 0.067 0.181 1.05
```
Forces are in eV/Å.

***

Molecular formula: C14H11BCl4N2O
Method: DFT, wB97M-V/def2-TZVPD

ΔE to the lowest compared entry with this formula, charge and spin (kcal/mol): 19.2
Gap between HOMO and LUMO (eV): 7.5

Structure (XYZ):
```
33
Properties=species:S:1:pos:R:3:forces:R:3:lowdin_charge:R:1
B -1.343347 2.540731 0.136675 0.008 0.545 -0.511 -1.88
H 4.236396 1.576314 -2.052614 -0.036 0.131 0.170 0.12
C -1.953934 -1.921752 -1.102734 -0.083 -0.132 0.252 -0.04
H -2.204895 -0.475966 1.970818 -0.110 -0.267 -0.238 0.13
O -0.970943 1.241081 0.606984 -0.070 -0.794 0.161 -0.18
C 2.569755 0.720514 -1.086130 0.036 -0.064 0.458 -0.01
C 4.055278 2.308397 -0.015090 -0.735 -0.326 -0.161 -0.01
H -3.528105 -2.573944 2.380241 0.020 0.010 -0.112 0.11
N 1.298948 -2.281613 -1.548812 -1.051 2.105 2.335 0.22
H 0.562386 -0.672053 1.162465 0.131 -0.052 -0.342 0.18
N 1.822475 0.616544 0.041460 -0.367 -0.088 -0.363 0.02
H -0.826091 0.478877 -1.320424 0.307 -0.093 0.290 0.14
Cl -4.055696 -4.808545 0.682974 -0.261 -0.222 0.059 0.68
C -0.759293 0.160527 -0.265004 -1.053 0.896 0.013 -0.30
H 1.472336 1.252932 1.991755 0.194 0.195 -0.342 0.16
C 3.267502 2.165411 1.123516 -0.263 0.205 0.161 -0.01
C -2.685474 -3.089527 -0.884417 -0.166 0.081 0.283 -0.09
C -1.743936 -1.012546 -0.055948 0.193 0.312 -0.312 -0.17
Cl 0.031850 3.109497 -1.115531 0.134 0.000 0.051 0.42
H 3.533327 2.677000 2.034305 -0.156 0.158 0.068 0.12
C -2.346854 -1.218065 1.181053 0.096 -0.405 0.038 0.00
H -1.513388 -1.736051 -2.086718 -0.164 -0.089 0.355 0.12
C -3.084233 -2.386760 1.408735 -0.061 0.089 -0.403 -0.08
H 4.890128 3.008069 -0.073725 -0.170 -0.378 0.211 0.13
C 0.945381 -1.497442 -0.747148 1.764 -2.908 -2.746 -0.17
Cl -2.950428 2.638902 -0.826068 0.267 -0.372 0.251 0.46
H -2.810165 -3.841449 -1.664005 0.021 0.307 0.152 0.11
H 2.290615 0.067877 -1.922734 0.122 0.461 0.421 0.14
Cl -1.381952 3.725766 1.562411 0.130 -0.334 -0.074 0.47
C 2.123718 1.378160 1.124749 0.146 -0.692 -0.267 0.01
C -3.252030 -3.321024 0.377186 0.920 0.951 -0.073 -0.68
C 3.681076 1.556883 -1.120500 -0.353 -0.354 -0.587 -0.01
C 0.629592 -0.386745 0.102274 0.609 1.126 0.800 -0.13
```
Forces are in eV/Å.

***

Molecular formula: C14H11BF4MnN5
Method: DFT, wB97M-V/def2-TZVPD

ΔE to the lowest compared entry with this formula, charge and spin (kcal/mol): 11.0
Charge: +1
2S+1: 6
Gap between HOMO and LUMO (alpha / beta) (eV): 6.9 / 7.3

Structure (XYZ):
```
36
Properties=species:S:1:pos:R:3:forces:R:3:lowdin_spin:R:1
C 1.479111 -2.814149 0.409326 0.003 0.084 0.117 0.02
N 0.251158 0.446624 -1.349823 0.327 -0.963 -1.734 0.05
C -2.406751 6.159276 -1.252784 0.025 -0.045 0.138 0.00
C -1.205082 3.672467 -0.965017 -0.157 0.312 0.282 0.00
C -0.805650 2.661847 1.567938 -0.037 0.146 -0.073 0.01
C 1.872046 -3.962537 -0.257470 0.032 -0.101 -0.315 0.01
H -1.676760 4.357878 2.233064 0.008 -0.034 0.051 0.00
C -2.214833 5.646912 0.016736 -0.077 0.169 0.034 0.00
N -0.401361 1.918548 0.570009 -0.699 1.478 -0.404 0.04
C 1.031444 -1.716948 -1.588447 0.525 -1.231 0.714 0.01
H 0.446978 -0.333904 -3.254315 0.036 -0.156 -0.088 0.00
H 1.376897 -2.794051 -3.394850 0.036 -0.084 0.002 0.00
C 0.562700 -0.488836 -2.187584 -0.608 1.610 0.214 0.05
C 1.844998 -3.969620 -1.644762 0.098 -0.173 0.426 0.01
C -1.614203 4.405443 0.159049 0.116 -0.188 -0.472 0.00
F 1.521086 0.174316 2.340338 0.092 -0.034 0.515 0.05
H -2.867150 7.130475 -1.370741 -0.017 -0.006 0.013 0.00
C 1.418457 -2.837560 -2.314364 -0.255 0.719 -0.213 0.01
N 1.068637 -1.717807 -0.224602 0.472 -1.392 -1.124 0.05
Mn 0.434874 0.035976 0.581305 0.186 -0.201 2.397 4.61
F 0.860501 -1.394854 3.929181 0.018 -0.069 0.103 0.00
C -0.601553 2.383317 -0.744042 0.439 -1.100 0.119 0.00
C -1.413061 4.203509 -2.239654 -0.018 0.042 0.005 0.00
F -0.595651 -0.618247 2.281953 0.000 -0.091 0.496 0.05
H 2.162800 -4.847548 -2.190002 -0.041 0.006 -0.042 0.00
F 0.038348 0.773869 4.020751 -0.018 0.060 0.131 0.00
B 0.458888 -0.288725 3.293040 -0.038 0.065 -0.753 0.00
H -1.097684 3.625005 -3.096336 -0.013 0.029 -0.011 0.00
H -2.167159 5.847486 -3.366347 -0.012 0.026 0.019 0.00
H -0.658953 2.314711 2.585049 0.017 -0.076 0.005 0.00
H -2.526753 6.205976 0.890465 0.006 -0.003 -0.006 0.00
H 1.500220 -2.766870 1.492492 -0.047 0.030 -0.005 0.00
H 2.191898 -4.828730 0.302964 0.012 0.015 0.009 0.00
N -1.394886 3.840888 1.413641 0.024 0.022 0.175 0.01
C -2.009568 5.438884 -2.377923 0.075 -0.114 -0.146 0.00
N -0.256386 1.617563 -1.750542 -0.510 1.245 -0.577 0.01
```
Forces are in eV/Å.

***

Molecular formula: C14H11BrN2O4S2
Method: DFT, wB97M-V/def2-TZVPD

Structure (SMILES): CNc1c(NS(=O)(=O)c2ccc(Br)s2)c(=O)oc2ccccc12
Gap between HOMO and LUMO (eV): 8.5

Structure (XYZ):
```
34
Properties=species:S:1:pos:R:3:forces:R:3:lowdin_charge:R:1
C 0.316781 1.794591 3.816412 0.055 -0.057 -0.252 0.02
C -1.180015 0.242889 4.853999 -0.079 -0.069 0.083 -0.08
C 2.969529 1.354738 -4.476114 -0.339 -0.025 0.315 -1.03
H -1.912146 -1.338246 3.662071 -0.057 -0.055 0.005 0.10
C -1.281909 -0.461502 3.675582 0.111 0.059 -0.155 -0.02
H 0.102941 -1.823675 -1.122474 -0.001 -0.087 -0.198 0.10
H 0.945957 2.669625 3.835369 0.076 0.108 -0.003 0.13
C 0.190978 -0.297276 0.254363 -0.355 0.132 0.436 -0.17
S -0.316965 0.062949 -2.290528 -0.192 -0.542 -0.401 0.64
N -1.513430 -1.795050 1.107634 -0.077 0.150 0.574 0.01
H 0.413383 -0.656319 -5.058868 -0.148 -0.129 -0.086 0.11
N 0.345571 -0.851412 -1.029834 -0.284 0.341 -0.430 -0.04
S 2.297305 1.521829 -2.888891 0.710 0.095 -1.145 1.08
H -1.726870 -0.088131 5.723338 -0.048 -0.039 0.063 0.10
C 2.266517 0.518927 -5.293961 0.231 0.258 0.158 -0.20
H -3.152731 -2.550440 0.087367 0.051 0.007 -0.007 0.09
H 2.538357 0.288160 -6.307672 0.071 -0.026 -0.139 0.11
H -0.304770 1.928715 5.851747 0.021 0.066 0.077 0.11
O 1.673351 1.358830 -0.486959 -0.503 -0.112 1.072 -0.03
O -1.153149 -0.847250 -3.027658 0.225 -0.183 -0.163 -0.30
Br 4.545272 2.245529 -4.927783 0.110 0.078 -0.003 0.72
C 0.969655 0.904788 0.395156 0.571 0.071 -0.241 -0.40
C 1.137345 0.010328 -4.628925 -0.299 -0.114 0.270 -0.14
H -2.102623 -1.540015 -0.903011 -0.111 -0.114 0.114 0.07
C 0.220470 1.080974 2.622062 -0.438 -0.395 0.495 -0.18
C -0.663709 -0.743583 1.238482 0.428 -0.032 -0.605 -0.13
O -0.923781 1.233390 -1.740000 0.311 0.072 0.098 -0.25
O 0.931824 1.561326 1.579370 0.110 0.234 0.042 0.15
H -1.987246 -2.075602 1.949403 0.087 0.098 -0.132 0.11
C -0.379709 1.377359 4.927762 0.010 -0.052 -0.141 -0.07
C 1.035393 0.460870 -3.343930 -0.384 -0.074 0.467 -0.59
H -1.603906 -3.192195 -0.466654 -0.068 0.054 -0.094 0.09
C -0.584173 -0.065139 2.526036 0.213 0.415 0.242 -0.07
C -2.113496 -2.289984 -0.112891 -0.007 -0.135 -0.317 -0.06
```
Forces are in eV/Å.

***

Molecular formula: C14H11Cl2N3S3Te4Y
Method: DFT, wB97M-V/def2-TZVPD

ΔE to the lowest compared entry with this formula, charge and spin (kcal/mol): 0.0
Charge: -1
Gap between HOMO and LUMO (eV): 6.1

Structure (XYZ):
```
38
Properties=species:S:1:pos:R:3:forces:R:3:lowdin_charge:R:1
H -2.268433 3.936879 4.998736 0.001 0.011 -0.003 0.02
C -1.977390 1.779174 1.970049 0.465 -0.211 0.104 -1.21
S -2.565377 3.264540 2.754392 -0.104 -0.075 0.063 0.79
C -2.275030 -4.034536 -1.105607 0.160 0.134 0.264 -0.69
H -3.786379 0.405354 -0.871534 -0.012 0.168 -0.017 0.13
Y 0.479527 0.230023 -0.493958 -1.685 -0.655 -0.297 0.23
H -3.223191 -1.625195 -5.137138 -0.019 0.001 0.009 0.11
C -1.737363 3.233340 4.359201 -0.060 -0.117 -0.313 -0.46
N -1.921920 0.980817 -0.197295 0.335 -0.609 -0.041 -0.12
Cl -2.414410 -4.354425 -2.805650 -0.049 -0.025 -0.120 0.64
C -3.067520 -0.687428 -3.216818 0.004 0.082 0.210 -0.04
C -2.718050 0.451854 -1.065111 -0.087 0.095 0.379 -0.10
H -3.943210 -5.288873 -0.672969 0.014 0.020 -0.016 0.09
Te 2.911299 0.260732 -2.335445 0.200 -0.204 0.303 0.03
C -2.226751 0.007979 -2.348826 0.177 -0.124 -0.515 -0.31
Te 1.274848 2.872376 0.494577 0.503 0.309 0.148 0.06
N -2.487941 1.690472 0.769698 -0.882 0.791 0.056 -0.14
N -0.962493 0.327047 -2.688633 -0.026 0.142 0.224 -0.01
C -1.311786 -0.691018 -4.823415 -0.139 -0.052 0.003 -0.06
H -2.013620 -3.464956 2.692018 0.009 0.046 -0.018 0.10
C -3.177952 -4.647682 -0.254803 -0.100 -0.084 -0.014 -0.14
H -0.899998 -0.953182 -5.787505 0.008 0.024 0.002 0.10
C -1.207362 -3.038775 0.761872 -0.299 -0.193 -0.316 -0.65
C -2.102162 -3.634126 1.627249 0.037 0.031 0.109 -0.12
H -3.807887 -4.929082 1.775021 0.001 0.013 0.004 0.10
S -0.939526 0.683294 2.709822 -0.040 0.219 -0.236 0.43
Cl 0.048621 -2.045256 1.406092 0.087 -0.265 0.481 0.56
H -4.064280 -0.945356 -2.883649 -0.001 -0.016 -0.036 0.12
H -1.793053 2.225224 4.761194 0.022 0.020 0.112 -0.01
C -0.537539 -0.010066 -3.902442 0.104 0.039 -0.061 -0.19
S -0.098922 -2.417021 -1.663689 0.168 0.122 -0.245 0.50
Te 2.641861 0.925192 1.830394 0.123 0.470 0.259 0.01
Te 3.032882 -1.110509 0.006990 0.993 0.016 -0.588 0.06
H 0.482242 0.261662 -4.140901 0.016 -0.033 0.049 0.05
C -3.099466 -4.448432 1.113876 -0.011 -0.028 -0.031 -0.11
C -1.248679 -3.190500 -0.637158 -0.072 -0.060 0.104 -0.74
H -0.695813 3.525487 4.247084 0.017 -0.026 0.063 0.03
C -2.599479 -1.056726 -4.459719 0.141 0.023 -0.080 -0.08
```
Forces are in eV/Å.

***

Molecular formula: C14H11CoF3NO3
Method: DFT, wB97M-V/def2-TZVPD

ΔE to the lowest compared entry with this formula, charge and spin (kcal/mol): 5.4
Charge: -1
2S+1: 2
Gap between HOMO and LUMO (alpha / beta) (eV): 7.1 / 6.9

Structure (XYZ):
```
33
Properties=species:S:1:pos:R:3:forces:R:3:lowdin_spin:R:1
N -1.164327 -0.351866 0.512990 -0.626 0.039 0.319 0.00
H 3.843965 2.149107 0.825537 0.046 0.020 -0.022 0.00
H -2.879016 -2.806879 -0.976395 -0.030 0.022 0.015 0.00
C 1.994109 -2.390472 -2.555006 -0.089 -0.007 0.041 0.00
H -1.203077 -3.438610 -2.181684 0.058 -0.007 -0.035 0.00
Co 0.623977 0.355449 0.415906 -0.521 0.218 -0.272 1.01
C -2.135688 0.108972 1.306239 -0.034 0.207 0.237 0.00
C 0.109890 2.946903 1.308968 -0.034 0.004 0.072 0.00
C -1.436329 -1.384675 -0.302894 0.033 -0.267 -0.249 0.00
C -3.697395 -1.494290 0.511825 0.089 -0.078 -0.104 0.00
F -0.043085 5.309816 1.823143 -0.005 0.114 -0.075 0.00
H -1.855251 0.938186 1.941555 0.046 0.000 -0.021 0.00
C 0.839600 -3.148716 -2.753105 0.018 -0.021 -0.018 0.00
C 0.856971 -1.009586 -0.909728 0.000 0.228 0.135 -0.02
H -4.682698 -1.943647 0.514663 0.016 -0.038 -0.048 0.00
H 4.307077 0.658762 -0.017846 0.044 0.027 -0.026 0.00
C -2.698199 -1.971343 -0.313456 -0.087 -0.228 -0.170 0.00
O 0.197668 3.267234 0.131833 -0.054 -0.087 -0.023 0.01
O 2.334023 0.794479 0.548616 1.333 0.076 0.780 0.02
C -0.303433 -2.847182 -2.034382 -0.177 -0.089 0.008 0.00
H 3.352879 1.902090 -0.857250 0.083 0.020 -0.007 0.00
C -3.410442 -0.425481 1.340297 0.012 0.075 0.073 0.00
H 2.906847 -0.767649 -1.509699 -0.045 0.029 0.066 0.00
C -0.129326 4.081585 2.346347 0.051 -0.022 0.009 0.00
C 3.484261 1.388069 0.111469 -0.392 -0.032 -0.303 0.00
C 1.997712 -1.341318 -1.647409 0.034 -0.048 -0.088 0.00
H 2.894397 -2.627811 -3.112729 -0.020 -0.002 -0.010 0.00
C -0.289994 -1.790577 -1.124391 0.167 -0.053 -0.115 0.00
H -4.156933 -0.014973 2.005901 0.058 0.055 0.015 0.00
H 0.837645 -3.968964 -3.461375 -0.007 0.003 0.006 0.00
F 0.739057 4.034687 3.370868 0.073 -0.019 0.092 0.00
F -1.368815 3.978598 2.885799 -0.096 -0.020 0.026 0.00
O 0.133934 1.810102 1.855393 0.057 -0.120 -0.308 0.00
```
Forces are in eV/Å.